# 1
A structure of composition C9H17Cl2NO2Sn, computed with the ωB97M-V functional and the def2-TZVPD basis.

E_tot: -1692.97469 hartree

```
32
Properties=species:S:1:pos:R:3:forces:R:3:nbo_charge:R:1
H 3.4438 -2.1482 -1.2716 0.0785 0.0762 -0.0441 0.192
C 3.1098 -1.1042 -1.3104 -0.2192 -0.2120 -0.0904 -0.388
H -2.8168 0.9760 -3.8970 -0.4304 -0.0036 0.2547 0.165
H 0.3401 -1.9713 1.3284 0.0087 0.1334 -0.3653 0.205
H -3.2290 0.8046 2.8535 0.0915 0.1013 -0.1477 0.249
H -1.7012 2.9129 2.8473 -0.0898 -0.1676 -0.1852 0.414
Cl -0.0331 1.9754 -2.1165 -0.1436 -0.0578 0.0023 -0.539
H -1.5299 0.5984 3.3499 -0.0718 0.1244 -0.0867 0.231
C 1.0398 -1.6029 0.5706 0.3095 -0.5130 1.7906 -0.154
C -2.1932 0.8780 2.5260 0.0324 0.0281 0.3506 -0.335
C 1.6453 -1.0777 -1.7761 0.1278 0.4963 -0.0609 -0.466
C 3.2655 -0.5055 0.0839 -0.3274 -0.1689 0.1509 -0.394
H -1.0216 2.1783 1.4738 -0.3064 -0.0956 -0.0781 0.477
H -2.6314 2.6071 1.4468 0.2688 -0.3253 -0.2409 0.476
O -1.0239 0.5403 0.5475 -0.6806 -0.6788 0.2835 -0.834
H 4.3233 -0.5089 0.3720 -0.1956 0.0803 0.0490 0.206
C -3.1611 0.8889 -2.8488 0.5468 -0.0281 -1.7204 -0.689
Sn -1.5872 0.2328 -1.5878 -0.8852 1.1142 0.5382 1.425
H 3.7327 -0.5801 -2.0408 -0.0119 -0.0741 0.0750 0.209
Cl -3.4447 1.8736 -0.4328 -0.2819 0.6585 1.1379 -0.702
H -0.3220 -1.7999 -0.9997 0.5834 0.0525 0.4032 0.207
H 2.3805 -0.8485 2.0554 0.0194 -0.0167 -0.0676 0.205
C 0.6803 -1.4690 -0.6738 0.0325 -0.7507 -1.9596 -0.224
H 1.5156 -1.7327 -2.6488 -0.0275 0.0511 0.1967 0.212
H -4.2391 0.8808 -2.6870 0.3375 -0.5160 0.0180 0.196
H 2.9495 -2.2944 1.2367 -0.1972 0.0785 0.0802 0.209
C 2.4272 -1.3386 1.0767 0.5946 0.3169 -0.1920 -0.439
O -2.4758 -1.0936 1.1528 0.5652 1.2124 0.4654 -0.618
C -1.9154 -0.0160 1.3370 0.2885 -0.8677 -1.4608 0.784
H 2.9056 0.5321 0.0889 0.0967 -0.1122 -0.0310 0.201
H 1.4296 -0.0527 -2.1287 -0.0005 -0.4598 0.1056 0.233
N -1.8632 2.2651 2.0724 -0.1127 0.5237 0.8289 -0.715
```
Positions in Å, forces in eV/Å.

# 2
A structure of composition C5H12NO, computed with the ωB97M-V functional and the def2-TZVPD basis.

E_tot: -327.53488 hartree
charge: -1

```
19
Properties=species:S:1:pos:R:3:forces:R:3:nbo_charge:R:1
H -1.3848 -0.2586 -1.1502 0.5464 0.0180 -0.2630 0.149
H -0.6622 0.2018 0.4598 2.1306 0.3791 2.1702 0.283
H 1.5784 -0.6952 -0.7923 -0.0932 -0.2031 0.9369 0.077
H 3.2064 -0.1136 1.7173 0.5111 0.1426 0.3546 0.188
O -2.8386 -0.0688 0.2621 3.4040 1.2329 -1.3944 -0.717
N 1.7041 1.2676 -0.1332 -0.0906 -0.2734 1.7376 -0.798
H 0.1720 1.2350 -1.5199 -0.1361 -0.7160 -2.1714 0.104
H 1.0124 -0.5512 0.9124 -0.3808 -0.0738 0.4645 0.113
H -6.2960 -3.7672 -0.5646 -0.0072 0.0020 0.0002 -0.025
H 3.1886 -1.5575 0.7148 0.3320 -1.4623 0.3234 0.172
C 3.1426 -0.5025 0.7118 -0.4355 0.8701 -0.6093 -0.596
H -1.1504 2.0305 1.0358 0.4504 -1.2653 -0.5651 0.224
C 1.7404 -0.1315 0.2139 1.1675 1.0163 -3.0974 -0.230
H 3.9751 -0.1345 0.0661 -0.8344 0.0650 0.4645 0.196
H -5.9052 -3.1520 -0.4259 0.0161 0.0053 0.0015 0.025
C -1.7009 0.3088 -0.2777 -5.2711 0.8000 0.8476 0.222
H 0.5759 2.8191 -0.8290 -0.9039 -1.4479 0.4688 0.187
C -0.7877 1.3740 0.1987 -2.1034 -0.7764 0.2579 -0.322
C 0.4301 1.6956 -0.6000 1.6980 1.6869 0.0730 -0.255
```
Positions in Å, forces in eV/Å.

# 3
A cluster of 2 separate species, C3H7O2S in total, computed with the ωB97M-V functional and the def2-TZVPD basis.

E_tot: -667.19261 hartree
charge: -1

```
13
Properties=species:S:1:pos:R:3:forces:R:3:nbo_charge:R:1
C 1.1898 -2.2740 2.6427 1.2650 1.3384 0.3883 0.652
C -0.1668 -0.1571 -0.5067 -2.3149 -1.2230 -0.5020 -0.688
H -1.0374 1.7031 -2.7598 0.1672 -0.2167 0.6713 0.197
O 1.3918 -3.4096 3.1353 -0.7334 0.8803 -0.7317 -0.777
H 0.1936 2.4407 -1.6120 -1.7481 -0.7297 -0.0664 0.208
H 2.0779 -1.4885 2.7871 -0.5011 -1.0105 0.0380 -0.065
O 0.2535 -1.6977 2.0321 0.0103 -1.2623 0.3398 -0.805
H -0.6949 -1.0942 -0.1448 1.0912 1.2019 0.0912 0.262
H -1.4493 3.0410 -1.7798 -0.6889 1.1929 0.0372 0.209
C -0.9173 2.1287 -1.7406 2.1365 0.6914 -1.1358 -0.774
H 0.8365 -0.0525 -0.0467 -1.0665 0.4870 0.0765 0.242
H -0.1112 -0.3185 -1.5972 0.3353 0.2376 0.3392 0.180
S -1.5663 1.1785 -0.4097 2.0473 -1.5874 0.4544 0.159
```
Positions in Å, forces in eV/Å.

One value per record, in order, for max |F|: 2.1 5.4 2.7 eV Å⁻¹.